# 1
# C6H11O

The ion C6H11O with charge -1 in a non-equilibrium geometry (the ωB97M-V functional and the def2-TZVPD basis, the Open Molecules 2025 dataset).

SMILES ... C=CCCCC[O-]
Charge ... -1

The geometry in XYZ format:
```
18
Properties=species:S:1:pos:R:3:nbo_charge:R:1
C 0.7430 -2.4151 0.6728 -0.4156
C 0.8903 -1.5233 1.6288 -0.1619
C 1.0413 -0.0407 1.3224 -0.4445
C -0.1021 0.6044 0.5082 -0.4160
C 0.2934 1.1426 -0.8500 -0.4338
C -1.0134 1.4715 -1.6720 0.0154
O -1.9245 0.5140 -1.6171 -0.9415
H 0.6921 -2.0989 -0.3670 0.2028
H 0.6098 -3.4787 0.8451 0.1786
H 0.8731 -1.8603 2.6647 0.1763
H 1.9998 0.0874 0.8198 0.2023
H 1.2159 0.4625 2.2822 0.1849
H -0.5548 1.4088 1.1075 0.1822
H -0.9210 -0.1189 0.4266 0.2466
H 0.7912 0.3515 -1.4196 0.1673
H 0.9720 2.0002 -0.7493 0.1601
H -1.3183 2.5041 -1.2825 0.0332
H -0.6491 1.7185 -2.6901 0.0637
```

---

# 2
# C6H11O

The ion C6H11O with charge -1 in a non-equilibrium geometry (the ωB97M-V functional and the def2-TZVPD basis, the Open Molecules 2025 dataset).

SMILES ... C=CCCCC[O-]
Charge ... -1

The geometry in XYZ format:
```
18
Properties=species:S:1:pos:R:3:nbo_charge:R:1
C -2.6119 0.2704 1.3070 -0.4675
C -1.5629 0.1325 0.4734 -0.1019
C -0.2978 0.9760 0.4714 -0.4468
C 0.5764 0.8566 -0.8447 -0.3820
C 0.9515 -0.5835 -1.1199 -0.4614
C 1.9321 -1.1887 -0.0381 0.0076
O 1.4364 -1.4494 1.1716 -0.9486
H -2.4487 0.3088 2.3878 0.1840
H -3.6515 0.1516 1.0222 0.1746
H -1.7697 -0.3911 -0.4678 0.1765
H -0.6713 1.9861 0.3630 0.1835
H 0.3733 0.8713 1.3176 0.2549
H -0.0765 1.3635 -1.5626 0.1695
H 1.4640 1.4939 -0.6975 0.1889
H 0.0119 -1.1491 -1.0449 0.1763
H 1.3395 -0.9131 -2.0861 0.1804
H 2.8486 -0.5252 -0.1537 0.0513
H 2.1566 -2.2105 -0.4988 0.0607
```

---

# 3
# C6H11O2

The ion C6H11O2 with charge -1 in a non-equilibrium geometry (the ωB97M-V functional and the def2-TZVPD basis, the Open Molecules 2025 dataset).

SMILES ... CCCCCC(=O)[O-]
Charge ... -1

The geometry in XYZ format:
```
19
Properties=species:S:1:pos:R:3:nbo_charge:R:1
C -1.9347 -0.2781 1.1802 -0.6169
C -1.4167 0.5582 -0.0082 -0.4141
C -0.0485 1.1456 0.3180 -0.3902
C 1.1112 0.1694 0.5542 -0.3984
C 1.2774 -0.9881 -0.4161 -0.5449
C 1.4824 -0.5616 -1.9352 0.7691
O 1.5359 0.6658 -2.2065 -0.8002
O 1.6011 -1.5299 -2.7166 -0.7934
H -3.0228 -0.2583 1.2164 0.1941
H -1.5815 -1.3021 1.0649 0.2100
H -1.5210 0.1199 2.1031 0.1938
H -2.0176 1.3770 -0.4135 0.1951
H -1.2594 -0.0682 -0.8943 0.2153
H -0.1129 1.7530 1.2362 0.1624
H 0.2783 1.8233 -0.4693 0.2399
H 1.0553 -0.1923 1.5948 0.1657
H 2.0346 0.7521 0.5283 0.2064
H 0.3672 -1.5906 -0.4573 0.1918
H 2.1716 -1.5949 -0.2791 0.2142
```

---

# 4
# C6H11O2PS

A cluster of 2 separate species, C6H11O2PS in total in a non-equilibrium geometry (the ωB97M-V functional and the def2-TZVPD basis, the Open Molecules 2025 dataset).

The geometry in XYZ format:
```
21
Properties=species:S:1:pos:R:3:nbo_charge:R:1
C -0.9560 -0.6872 -1.0729 -0.6163
C -4.9337 0.4157 -0.8077 -0.4778
C 2.6303 0.7326 -0.4905 -0.4554
C 1.4182 1.5829 -0.1275 -0.0777
C 2.1179 -0.6864 -1.0291 -0.0873
C -0.3579 -1.2870 2.0515 -1.0438
O 0.7228 0.8537 0.8440 -0.8108
O 1.3439 -1.3661 0.0040 -0.8021
P -0.0536 -0.6433 0.4275 1.7574
S -3.3533 0.3056 -0.4232 0.1623
H -5.2617 -0.1449 -1.7547 0.2002
H -5.7170 0.8174 -0.1499 0.2004
H 3.3595 1.2483 -1.1694 0.2216
H 3.2871 0.5888 0.3946 0.2166
H 1.8592 2.4536 0.4383 0.1810
H 0.8282 2.0936 -0.9136 0.1986
H 1.5563 -0.6528 -2.0359 0.2073
H 2.9047 -1.3773 -1.3628 0.2016
H 0.5423 -1.7484 2.3324 0.2733
H -0.6258 -0.6379 2.9832 0.2863
H -1.3113 -1.8609 1.8617 0.2645
```

---

# 5
# C6H11OP

The molecule C6H11OP in a non-equilibrium geometry (the ωB97M-V functional and the def2-TZVPD basis, the Open Molecules 2025 dataset).

SMILES ... CP1CC[C@H]2O[C@]21C

The geometry in XYZ format:
```
19
Properties=species:S:1:pos:R:3:nbo_charge:R:1
C 1.9810 -0.6630 -0.2079 -0.9956
P 0.6243 -0.1078 -1.3831 0.7993
C 0.4600 1.6875 -0.7808 -0.6712
C -0.5872 1.7245 0.4125 -0.4273
C -1.5205 0.6682 0.2209 0.0157
O -1.9954 0.4259 -1.0986 -0.5327
C -0.9348 -0.5307 -0.3825 -0.0200
C -1.3551 -1.9625 -0.1672 -0.6261
H 2.3770 -1.7482 -0.2463 0.2427
H 1.9874 -0.4915 0.9437 0.2294
H 2.8595 -0.0830 -0.7216 0.2314
H 0.1512 2.2783 -1.6203 0.2290
H 1.4792 1.9942 -0.5606 0.2258
H -0.0806 1.5725 1.4098 0.2199
H -0.9366 2.8403 0.3922 0.2276
H -2.2215 0.4318 1.0247 0.1898
H -0.4091 -2.5923 0.2704 0.2171
H -1.6183 -2.5524 -1.1190 0.2361
H -2.1067 -2.0711 0.4762 0.2093
```

---

# 6
# C6H11P

The molecule C6H11P in a non-equilibrium geometry (the ωB97M-V functional and the def2-TZVPD basis, the Open Molecules 2025 dataset).

SMILES ... CC1=[PH2]CCC=C1

The geometry in XYZ format:
```
18
Properties=species:S:1:pos:R:3:nbo_charge:R:1
C 1.6736 1.2824 -1.3094 -0.6598
C 0.9685 0.0296 -0.8601 -0.2522
P 1.5909 -0.4620 0.7466 0.6081
C -0.2776 -0.4623 1.3116 -0.5791
C -1.0529 -1.4599 0.5489 -0.4773
C -1.2388 -0.9997 -0.8314 -0.1366
C -0.3489 -0.2154 -1.4330 -0.2848
H 1.3457 1.2871 -2.4181 0.2032
H 2.6970 1.1704 -1.1571 0.2201
H 1.1528 2.1272 -0.8030 0.2228
H 1.8104 0.6943 1.6136 -0.0701
H 3.0588 -0.5278 0.3979 -0.0614
H -0.5449 0.6374 1.1448 0.2107
H -0.4737 -0.6544 2.3355 0.2140
H -1.9239 -1.7291 1.1040 0.2267
H -0.2234 -2.3372 0.4487 0.1945
H -2.1407 -1.1738 -1.3962 0.2060
H -0.4078 0.0082 -2.4929 0.2150
```

---

# 7
# C6H11PS

The molecule C6H11PS in a non-equilibrium geometry (the ωB97M-V functional and the def2-TZVPD basis, the Open Molecules 2025 dataset).

The geometry in XYZ format:
```
19
Properties=species:S:1:pos:R:3:nbo_charge:R:1
C 0.5420 0.1752 1.5337 -0.3182
C -0.7237 0.3306 1.2911 0.0856
C 1.5924 -0.5579 0.5994 -0.4207
C 1.0441 -1.2455 -0.5938 -0.6966
C -2.0258 0.6630 1.8692 -0.7144
C 0.0614 0.9626 -2.1684 -0.9807
P -0.5809 -0.5524 -1.3793 0.9866
S -1.6595 -1.7897 -2.3999 -0.4943
H 0.8884 0.5599 2.4211 0.2073
H 2.5295 0.0220 0.4150 0.2135
H 2.0798 -1.2792 1.2357 0.2205
H 1.8552 -1.2392 -1.3461 0.2268
H 0.9037 -2.2019 -0.2995 0.2307
H -2.6338 -0.1986 1.7976 0.2465
H -2.4445 1.3403 1.1031 0.2359
H -1.9741 1.3010 2.8850 0.2236
H -0.4548 1.1065 -3.1598 0.2577
H -0.0913 1.8836 -1.5815 0.2547
H 1.0919 0.7196 -2.2227 0.2355
```

---

# 8
# C6H12

A cluster of 2 separate species, C6H12 in total in a non-equilibrium geometry (the ωB97M-V functional and the def2-TZVPD basis, the Open Molecules 2025 dataset).

2S+1 ... 2
Charge ... -1

The geometry in XYZ format:
```
18
Properties=species:S:1:pos:R:3:nbo_charge:R:1
C -0.8716 0.0959 2.0983 -0.5985
C 0.5222 0.1335 1.4342 -0.4286
C 0.5524 -0.2256 -0.0408 0.0172
C 0.3941 0.8390 -0.9754 -0.4864
C -0.0019 0.6818 -2.4041 -0.6446
C 0.4786 -1.5730 -0.3438 -0.8078
H -1.7412 0.5824 1.6268 0.2179
H -1.1534 -0.9678 2.2197 0.1981
H -1.4436 -0.2860 -0.5343 -0.0821
H -0.7566 0.4194 3.1481 0.1717
H 0.7022 1.2243 1.4974 0.1830
H 0.6330 1.7749 -0.4372 0.1694
H 0.8772 1.0696 -2.9464 0.1775
H -0.9184 1.2590 -2.5659 0.1933
H -0.0993 -0.3462 -2.7581 0.2090
H 1.0579 -2.1983 0.3687 0.1539
H 1.2400 -0.5089 1.9584 0.1909
H 0.5286 -1.9742 -1.3458 0.1662
```

---

# 9
# C6H12

The molecule C6H12 in a non-equilibrium geometry (the ωB97M-V functional and the def2-TZVPD basis, the Open Molecules 2025 dataset).

The geometry in XYZ format:
```
18
Properties=species:S:1:pos:R:3:nbo_charge:R:1
C -0.9801 0.2306 1.6437 -0.6635
C -0.7433 -0.8835 0.6814 -0.1993
C 1.5918 0.0331 0.0481 -0.6094
C 0.7705 0.9972 -0.8337 -0.4636
C -0.2109 0.1237 -1.5455 -0.2463
C -0.9284 -0.8596 -0.7014 -0.4863
H -1.0021 1.2334 1.1996 0.2054
H -0.2785 0.2443 2.4898 0.2139
H -1.9745 0.0604 2.0763 0.2220
H -0.5164 -1.8458 1.1304 0.1954
H 2.6425 0.0519 -0.2192 0.2089
H 1.5211 0.1767 1.1345 0.2061
H 0.2901 1.8211 -0.2823 0.1994
H 1.4415 1.4818 -1.5500 0.2234
H -0.3424 0.1408 -2.6257 0.2163
H 1.2538 -0.9544 -0.2963 0.2237
H -1.6521 0.0465 -0.9744 0.3285
H -1.2370 -1.7822 -1.1940 0.2255
```

---

# 10
# C6H12

A structure of composition C6H12 in a non-equilibrium geometry (the ωB97M-V functional and the def2-TZVPD basis, the Open Molecules 2025 dataset).

The geometry in XYZ format:
```
18
Properties=species:S:1:pos:R:3:nbo_charge:R:1
C -2.3192 -0.5029 0.4701 -0.6023
C -1.2109 -0.4080 -0.6116 -0.4186
C 0.1101 0.1137 -0.2302 -0.0013
C 0.1785 1.5948 -0.0366 -0.6619
C 1.1604 -0.7527 -0.1697 -0.2348
C 2.5874 -0.4919 0.2237 -0.6677
H -2.1963 -1.2088 1.2988 0.2094
H -2.6822 0.5224 0.7982 0.2017
H -3.1593 -0.8992 0.0064 0.2066
H -1.0032 -1.3970 -1.0672 0.2070
H -1.6350 0.2953 -1.3023 0.2004
H -0.4095 1.9331 0.8995 0.2208
H 1.2420 1.9928 0.1152 0.2192
H -0.1776 2.1984 -0.8750 0.2242
H 0.8768 -1.8182 -0.5841 0.1911
H 2.4460 0.4155 1.2641 0.2222
H 2.9816 -1.6630 0.6669 0.2470
H 3.2103 0.0758 -0.8661 0.2370
```

---

# 11
# C6H12

The molecule C6H12 (the ωB97M-V functional and the def2-TZVPD basis, the Open Molecules 2025 dataset).

SMILES ... CC1CCCC1

The geometry in XYZ format:
```
18
Properties=species:S:1:pos:R:3:nbo_charge:R:1
C -1.4700 1.3922 0.1842 -0.6000
C -0.0863 0.8930 -0.2306 -0.2221
C -0.1593 -0.2936 -1.2272 -0.4026
C 0.1978 -1.5340 -0.4024 -0.4024
C 1.2790 -1.0132 0.5454 -0.4012
C 0.7263 0.3524 0.9777 -0.4032
H -2.0801 0.5631 0.5661 0.1986
H -2.0014 1.8419 -0.6628 0.2062
H -1.4029 2.1469 0.9773 0.2068
H 0.4513 1.7313 -0.6897 0.1992
H 0.5836 -0.1645 -2.0238 0.2010
H -1.1427 -0.3739 -1.7036 0.2070
H -0.6724 -1.8598 0.1824 0.1929
H 0.5222 -2.3782 -1.0181 0.2100
H 1.4656 -1.6788 1.3940 0.2089
H 2.2239 -0.8911 -0.0011 0.1940
H 0.0556 0.2179 1.8371 0.1960
H 1.5098 1.0483 1.2949 0.2108
```

---

# 12
# C6H12

A cluster of 2 separate species, C6H12 in total (the ωB97M-V functional and the def2-TZVPD basis, the Open Molecules 2025 dataset).

The geometry in XYZ format:
```
18
Properties=species:S:1:pos:R:3:nbo_charge:R:1
C -3.0461 0.3804 0.0838 -0.5445
C -2.2469 -0.6092 0.3260 -0.0674
C 1.3730 0.0971 1.3661 -0.6729
C 0.6328 1.1947 -0.8119 -0.6725
C 1.2889 -1.2835 -0.7970 -0.6687
C 0.9945 -0.0315 -0.0593 0.1391
H -4.1244 0.3736 0.2772 0.2108
H -2.6888 1.3116 -0.3430 0.2086
H -2.3883 -1.5889 0.7376 0.1668
H 0.6748 0.7479 1.8945 0.2182
H 1.4008 -0.8722 1.8591 0.2127
H 2.3681 0.5487 1.4663 0.2049
H 1.5204 1.8073 -1.0232 0.2044
H -0.0545 1.8173 -0.2351 0.2131
H 0.1662 0.9468 -1.7641 0.2143
H 0.7072 -1.3409 -1.7151 0.2152
H 2.3507 -1.3367 -1.0739 0.2044
H 1.0716 -2.1625 -0.1881 0.2135
```

---

E, respectively: -310.401950, -310.365328, -385.752655, -1124.977064, -651.718686, -576.377799, -974.630021, -235.621473, -235.627772, -235.673311, -235.814587, -235.634305 a.u..